The following is a quantum chemistry calculation of a 11-piece molecular cluster, C14H31Cl20S2 overall at a distorted geometry, from OMol25.

Properties
- Charge: +1
- LUMO level: -3.981 eV
- Highest occupied orbital energy: -0.430 Ha

Structure (XYZ):
```
67
Properties=species:S:1:pos:R:3:mulliken_charge:R:1
C 5.5055 1.4962 -1.1848 0.354
H -8.9423 -2.2137 1.2095 0.120
Cl 4.5303 1.4044 -5.2191 -0.172
H 4.7490 -2.1960 -3.6046 0.298
S -0.1659 1.9232 -0.6696 -0.064
Cl -4.8447 -0.0288 1.4855 -0.070
Cl 4.2343 -1.3175 2.0562 -0.141
H 4.1716 2.5835 -2.4698 0.325
H -10.1946 1.4611 2.3746 0.310
C -7.8655 1.8216 5.7291 -0.232
H 6.5390 1.9871 -6.3131 0.381
Cl -17.0847 0.4987 0.6212 -0.152
Cl 9.5755 2.8886 -7.5488 -0.141
H -0.8796 3.0949 -0.7901 0.275
C 5.3831 -2.3411 -2.7357 -0.409
H 7.5792 2.1854 -1.4966 0.283
H 10.1367 0.8578 -6.5002 0.257
Cl -2.5050 1.7198 1.4576 -0.198
Cl -7.8996 2.6669 7.2787 -0.154
H 6.7757 3.0396 -0.1609 0.373
Cl -10.7689 -0.6370 1.4762 -0.210
H 7.3816 -6.4740 4.0983 0.273
C 6.6120 2.6078 -1.1659 -1.235
H 5.5227 0.8527 -0.2884 0.375
Cl -9.3224 0.8467 5.4897 -0.154
H 3.0572 0.3877 -1.9434 0.188
H 6.5374 -7.8039 3.2801 0.292
H -8.5284 -3.4055 2.4554 0.322
H -3.8976 1.1012 -0.3446 0.316
Cl 6.9101 -1.4878 -2.9953 -0.141
H 5.7632 0.8410 -2.0376 -0.379
C -10.9089 0.6876 2.6378 0.138
Cl 5.0735 -6.0782 3.8770 -0.154
H 4.0169 3.1338 -0.7914 0.337
C -8.1746 -2.5498 1.8892 -0.165
H 6.8230 1.3627 -4.6747 -0.053
Cl -12.5338 1.3820 2.6279 -0.160
H -6.9997 1.1672 5.7048 0.273
C 10.2255 1.9058 -6.2327 -0.325
H 6.2949 3.4211 -1.8605 0.271
H -7.7997 2.5542 4.9310 0.265
Cl 6.3113 3.6611 -4.6733 -0.132
H -15.1755 0.0360 1.9186 0.025
C -3.5015 0.5862 0.5252 -0.305
H -16.4975 0.7209 2.8900 0.259
H 1.1518 1.7106 -3.1378 0.285
C 5.3485 -2.6106 2.5376 -0.214
Cl 9.3432 2.1880 -4.7253 -0.075
H -2.8820 -0.2488 0.2123 0.303
Cl 7.1588 -6.1005 1.7802 -0.123
H 4.8059 -3.5413 2.5699 0.112
C 2.9178 1.2770 -1.3016 -0.328
H 2.7420 0.9069 -0.2746 0.449
Cl -7.7934 -1.2404 3.0187 -0.080
C -16.2453 0.0197 2.1010 0.019
C 6.1979 2.0057 -5.2825 -0.039
H 11.2686 2.1634 -6.0817 0.318
C 6.6322 -6.7256 3.3548 -0.266
Cl -16.7126 -1.6067 2.6114 -0.154
Cl -6.7555 -3.0341 0.9513 -0.166
H -10.6928 0.3104 3.6322 -0.096
Cl 4.5346 -1.7461 -1.2986 -0.066
S 1.4812 2.2861 -1.9276 0.028
H 5.5926 -3.3976 -2.6024 0.347
Cl 6.6865 -2.7693 1.4005 -0.124
H 5.7481 -2.3776 3.5194 0.348
C 4.1564 2.2308 -1.4130 -0.641
```

---

The following is a quantum chemistry calculation of one molecule with the formula C3H4ClFN2 at a distorted geometry, from OMol25.

Properties
- SMILES string: [H]/N=C(N)\C=C(/F)Cl
- Charge: 0
- LUMO level: -0.003 eV
- Highest occupied orbital energy: -0.347 Ha

Structure (XYZ):
```
11
Properties=species:S:1:pos:R:3:mulliken_charge:R:1
H -2.1316 -0.6252 -0.2658 0.268
C -0.2533 -0.7037 -0.0796 0.619
N -1.4342 -1.3334 -0.6467 -0.652
H -1.0761 1.4148 -0.7726 0.173
N 0.5328 -1.4307 0.5797 -0.784
C 1.0695 1.3897 0.1315 0.505
Cl 1.7280 2.7767 -0.3306 -0.131
H -1.7702 -2.2329 -0.0397 0.339
F 2.0333 0.7943 0.8930 -0.238
H 1.3608 -0.7818 0.9187 0.367
C -0.0589 0.7322 -0.3878 -0.466
```

---

The following is a quantum chemistry calculation of C21H31BiF6N3O10P2S3 as an isolated structure at a distorted geometry, from OMol25.

Properties
- Multiplicity: 2
- ⟨S²⟩: 0.758
- Charge: -2
- LUMO level (spin up / spin down): 3.169 / -0.386 eV
- Highest occupied orbital energy (spin up / spin down): -0.110 / -0.110 Ha

Structure (XYZ):
```
77
Properties=species:S:1:pos:R:3:mulliken_charge:R:1
C -1.7856 -4.1025 1.0152 -0.462
H -2.6310 -4.3461 1.6657 0.387
O 4.5932 -0.3128 6.3278 -0.726
H 0.1149 4.8878 0.8660 0.430
C 1.6307 0.3788 4.6561 -0.672
C 3.7127 0.0623 3.5587 -1.014
H 2.4668 -6.2053 -0.0839 0.311
O -2.2610 4.0668 -1.3847 -0.023
H -1.6338 4.7107 1.1301 0.332
H -4.2809 5.1243 -2.4276 0.208
C -5.1376 4.4743 -2.7265 -1.292
C -4.9579 3.1045 -2.0689 0.612
H -0.1777 4.9814 -2.9323 0.319
H 0.7960 5.6490 -1.5731 0.455
O -3.6683 2.4078 -2.4581 -0.493
F 2.7924 1.1641 -2.2534 -0.361
H -4.1407 3.7239 -0.1968 0.083
Bi -0.2854 -1.3472 0.6318 2.088
O 0.9793 -2.9569 -0.9686 -0.973
H 4.1670 -5.9713 0.2189 0.343
H -5.6841 2.3962 -2.4839 0.305
H 2.0283 -4.2427 1.0702 -0.026
H -1.4742 5.9460 -0.9687 0.138
F 4.1927 -0.1534 -3.5607 -0.394
F 3.2263 -0.2641 -0.4579 -0.328
H -6.1027 4.9010 -2.3755 0.420
H 4.7893 -0.0316 3.5063 0.472
F 2.3731 -1.1463 -2.4115 -0.447
N -2.2282 -0.2185 -0.4538 0.263
H -0.6391 3.3640 0.4548 0.155
C 2.9168 -4.1723 0.4192 -0.346
C 3.0189 0.3016 4.7083 0.605
O -0.0855 -5.2636 2.3299 -0.740
N -1.9216 -2.7955 0.3906 0.022
O 0.2091 -3.0501 1.9994 -0.698
O -1.2099 0.4710 4.4440 -0.719
H -1.8174 -4.8555 0.2224 0.324
C -1.0662 4.9228 -0.9438 0.429
C 0.1167 4.8376 -1.8707 -1.329
H -5.8860 3.6686 -0.2437 0.441
C -0.5939 0.2129 3.4069 0.199
P 3.7057 -0.1689 -2.0217 1.325
C -0.8050 4.4389 0.4703 -1.132
H -5.1259 4.4567 -3.8285 0.317
H 2.3129 -3.9474 -3.1142 0.410
H -2.5860 0.4689 0.2102 0.203
F 4.6424 -1.5354 -1.7696 -0.423
C -0.4580 -4.1708 1.8577 0.408
S -2.2878 4.0984 -4.4220 -0.301
H 2.9211 -6.1813 -2.3056 0.229
O 3.2495 1.4293 6.7134 -0.712
N 1.6314 0.0631 2.2827 -0.101
H 3.7639 -3.6781 0.9099 0.364
C -3.2921 -1.1321 -0.8507 -0.228
H -3.2373 -1.2445 -1.9601 0.269
O -4.0436 -3.2983 -0.2435 -0.757
P -2.2421 3.1543 -2.7307 0.567
O -1.1609 -0.1427 2.3095 -0.646
H 3.9627 -3.3979 -2.6445 0.283
C 3.4831 -5.3910 -1.8051 -0.630
S -0.8152 1.7791 -2.4597 -0.159
C -4.9943 3.1351 -0.5734 -0.974
C 0.9588 0.2061 3.4306 0.455
C -3.1108 -2.4804 -0.1886 0.132
H 3.4922 -0.0151 1.4249 0.767
H 1.0243 0.5804 5.5346 0.527
F 5.0098 0.7315 -1.6079 -0.406
H 4.5573 -5.6232 -2.0704 0.246
H 0.6281 3.8481 -1.7569 0.301
C 3.1030 -3.9955 -2.3128 -0.671
S 2.4706 -3.0021 -0.9046 0.900
H -4.2956 -0.7656 -0.5945 0.240
H -4.9667 2.1293 -0.1403 0.198
H -1.8775 0.3564 -1.2083 -0.469
C 2.9531 0.0014 2.3700 -0.405
C 3.2786 -5.5082 -0.2520 -0.633
C 3.6948 0.4795 6.0737 0.207
```

---

The following is a quantum chemistry calculation of a 6-piece molecular cluster, C29H73NO23P5 overall at a distorted geometry, from OMol25.

Properties
- Charge: +1
- LUMO level: -4.919 eV
- Highest occupied orbital energy: -0.407 Ha

Structure (XYZ):
```
131
Properties=species:S:1:pos:R:3:mulliken_charge:R:1
H -2.1095 3.7689 1.1693 0.373
C 1.8984 -1.8004 8.5956 -0.505
C -5.6731 0.8099 -5.8582 -0.831
C -0.8088 0.5563 4.5837 -0.803
C -6.0529 4.1786 -6.3596 -0.643
H 2.2984 -1.5757 9.5827 0.395
H -1.7923 -0.0529 -2.3666 0.355
H -0.2925 -1.8000 -2.1790 0.445
C 3.3752 3.1784 6.4067 -0.425
O 1.9570 3.1928 6.3379 -0.508
H 2.6856 0.1911 4.2532 0.439
O 2.9188 -0.3833 -11.1795 -0.639
H -3.4877 -8.4977 3.6323 0.193
H -4.6930 -9.3743 2.6457 0.244
H -2.8975 1.7765 -1.7891 0.579
O 3.7799 0.3006 -9.0214 -0.436
P 1.2172 2.2477 5.1563 0.989
H -1.0280 0.8054 5.6204 0.349
C 2.6065 5.1430 0.9891 -0.140
H -1.6898 0.7590 3.9749 0.238
H -0.0976 1.8342 -1.6686 0.466
H -2.7668 2.2053 -0.0988 0.273
C -2.2560 5.9118 1.2361 -0.177
H -3.0321 0.1039 -5.3484 0.176
H -0.5711 -0.5058 4.5167 0.279
H -1.9118 -0.4484 -0.5785 0.340
H 3.6554 3.6348 7.3562 0.259
H -1.7602 3.7841 -2.5531 0.600
H 2.9783 -3.0969 -1.0979 0.307
O 4.5282 -4.2537 7.5991 -0.652
H -0.5316 1.4087 -0.0107 0.163
H -3.1106 4.1821 -1.4967 0.278
P 4.0385 -3.3882 8.7233 1.157
O -3.0030 -5.8106 0.2724 -0.347
O 2.7575 -2.6957 7.8591 -0.257
C -2.1595 0.7436 -5.4811 -0.378
O -5.1722 3.3213 -7.1112 -0.318
C -2.8265 -5.6749 3.2066 -0.688
H -0.5153 4.5747 1.3348 0.177
H 1.9750 5.2001 3.0596 -0.036
H -5.4022 -0.1431 -5.4030 0.277
H 2.3987 -5.4245 8.1480 0.376
O -4.8251 1.8248 -5.3193 -0.236
H 3.7721 2.1639 6.3789 0.163
C 0.2173 1.9431 -10.0512 -0.656
H 2.8673 -1.9927 0.3301 0.317
O 1.6682 0.8931 5.9545 -0.097
H -0.2914 -1.3297 -9.1998 0.222
H 5.0242 -0.9580 -8.0286 0.251
H 1.1420 6.4832 2.0477 0.320
C -2.0966 3.7326 -1.5008 -1.069
H 2.6775 6.9282 -0.1996 0.391
H 0.8386 -0.4089 -1.9459 0.294
H 2.1667 4.1293 1.0193 0.107
H -2.9042 -6.0674 4.2213 0.278
H 0.3108 6.5044 -0.1335 0.416
N -1.2266 4.6218 -0.6649 0.193
H -6.2131 5.0987 -6.9196 0.259
H 0.9174 -2.2646 8.7052 0.237
H 3.7993 3.7704 5.5975 0.209
H 3.5892 -1.7505 -8.6978 0.199
C 2.4658 -2.9054 -0.1411 -1.073
H -1.3882 -4.5350 0.4469 0.167
P -3.1847 -7.2576 1.1224 1.190
H -1.6727 0.5180 -6.4284 0.302
H 2.5681 -3.7415 0.5651 0.334
H 0.8711 -1.6488 -10.5042 0.372
C 2.4850 -0.0727 5.2913 -0.829
H 2.5088 -6.1587 9.7639 0.272
P 2.4525 0.4559 -10.0285 1.152
H 1.7890 -0.8718 8.0344 0.023
H -5.6497 4.4241 -5.3783 0.281
H 1.1063 -2.3764 -8.8987 0.285
C 0.9495 -2.7678 -0.4199 0.620
H 5.0014 -5.6387 10.1172 0.207
C -1.2706 -0.0664 -1.3905 -0.719
C 2.2363 -5.2583 9.2129 -0.732
H -0.9415 -6.2024 0.0490 0.318
O 0.3042 1.3119 4.0653 -0.121
H -3.2430 6.1340 0.7540 0.361
H 4.9254 -1.2464 -9.7721 0.248
H 0.7225 3.7003 -0.3183 0.275
H 6.4283 -4.9052 10.8648 0.254
H 6.4164 -5.1965 9.1191 0.244
C -3.6307 -9.2248 2.8326 -0.452
C 0.7636 -1.4886 -9.4316 -0.739
H -1.4543 0.5354 -4.6738 0.109
O 1.0953 1.0894 -10.8097 -0.368
C 2.3882 5.8698 -0.3622 -1.076
H 1.1778 -5.0538 9.3842 0.259
H 0.0355 2.8563 -10.6167 0.298
H 2.8571 6.6513 2.5626 0.415
H 3.0671 5.4947 -1.1473 0.360
O 2.1995 2.6304 4.0726 -0.626
C -1.6720 -5.4141 -0.1240 -0.637
H -1.6790 -5.1602 -1.1812 0.329
H -0.7314 1.4270 -9.9005 0.234
O -1.7804 6.5803 2.0773 -0.352
C -1.4880 4.6057 0.8177 -0.186
H 0.8445 6.3772 -1.8192 0.378
O 1.5114 -0.3676 -8.9694 -0.248
H -5.5901 0.7290 -6.9416 0.396
C 5.8023 -4.9136 9.9726 -0.478
O -2.9714 -8.8322 1.6402 -0.451
C 0.2595 4.4771 -0.9390 -0.617
H -6.7073 1.0377 -5.5966 0.291
H -7.0097 3.6711 -6.2335 0.249
C -2.2163 2.2586 -1.0573 -0.791
H 1.9782 -1.0385 5.3213 0.219
O 3.0038 -4.1705 9.7190 -0.343
H -3.1950 -10.1741 3.1447 0.258
O -2.2876 -6.6895 2.3705 -0.332
P -3.8255 2.6516 -6.3225 1.046
H -2.1419 -4.8235 3.2151 0.206
O -2.4999 2.1184 -5.4123 -0.372
H -1.4267 5.5807 -0.9705 0.466
O -4.6616 -7.1215 1.3490 -0.656
O -3.4555 1.8417 -7.5416 -0.614
H 3.4288 -0.1615 5.8295 0.278
C 4.3491 -0.9912 -8.8843 -0.466
C 0.9135 5.8840 -0.8294 -0.684
O 0.3471 -1.5400 -0.2362 -0.149
H 3.6978 5.0000 1.0965 0.459
O 0.3586 -3.7288 -0.7482 -0.471
C -0.0153 -0.9643 -1.5089 -0.740
H 0.3409 4.1554 -1.9933 0.480
H -3.8088 -5.3380 2.8746 0.373
C -0.9118 1.4115 -1.0573 -0.308
H 0.6400 2.2012 -9.0813 0.294
C 2.0852 5.9368 2.2213 -0.968
O 5.2974 -3.5980 9.8018 -0.444
```

---

> Which of these has the lowest charge?

C21H31BiF6N3O10P2S3